1.
{"formula": "C11H16N4O2", "method": "ωB97M-V with the def2-TZVPD basis set", "symbols": ["C", "N", "C", "C", "C", "N", "C", "C", "C", "C", "N", "O", "O", "N", "C", "C", "C", "H", "H", "H", "H", "H", "H", "H", "H", "H", "H", "H", "H", "H", "H", "H", "H"], "positions_angstrom": [[-0.379, -1.035, -5.091], [-0.610, -0.624, -3.723], [0.560, -0.069, -3.072], [1.560, -1.077, -2.480], [0.944, -1.891, -1.324], [-0.220, -1.253, -0.755], [-0.144, -0.461, 0.341], [-1.297, -0.043, 1.038], [-1.178, 0.753, 2.154], [0.101, 1.129, 2.560], [0.289, 1.964, 3.709], [1.420, 2.233, 4.047], [-0.717, 2.351, 4.281], [1.199, 0.748, 1.925], [1.092, -0.010, 0.869], [-1.465, -1.362, -1.498], [-1.288, -1.673, -2.983], [-1.335, -1.294, -5.545], [0.290, -1.905, -5.179], [0.051, -0.204, -5.647], [0.219, 0.599, -2.275], [1.079, 0.550, -3.807], [2.420, -0.510, -2.120], [1.912, -1.753, -3.261], [0.636, -2.880, -1.675], [1.679, -2.057, -0.535], [-2.277, -0.362, 0.722], [-2.038, 1.080, 2.715], [2.032, -0.256, 0.398], [-2.002, -0.412, -1.422], [-2.091, -2.153, -1.063], [-2.293, -1.768, -3.410], [-0.796, -2.652, -3.115]], "forces_ev_per_a": [[0.0, 0.0, 0.1], [-0.2, -0.1, 0.0], [0.3, 0.0, 0.1], [-0.2, 0.1, -0.1], [0.2, -0.1, -0.1], [0.0, -0.2, -0.1], [-0.2, 0.2, 0.5], [0.2, -0.1, -0.2], [0.4, 0.3, 0.3], [-0.2, -1.1, -1.4], [0.3, 0.6, 0.9], [0.0, 0.0, 0.1], [-0.2, 0.0, 0.1], [-0.2, 0.5, 0.7], [-0.1, -0.3, -0.4], [-0.2, -0.1, -0.1], [-0.1, 0.1, 0.1], [0.0, 0.0, -0.1], [0.0, 0.0, 0.0], [0.0, 0.0, -0.1], [0.1, 0.0, -0.1], [0.0, 0.0, 0.1], [0.1, 0.0, 0.0], [0.1, 0.0, 0.0], [0.1, 0.1, 0.1], [-0.1, -0.1, -0.1], [-0.1, 0.0, 0.0], [0.0, 0.0, 0.0], [0.0, -0.1, -0.2], [0.0, -0.1, 0.0], [-0.1, 0.1, -0.1], [0.1, -0.1, 0.1], [-0.1, 0.0, 0.0]], "smiles": "CN1CCCN(c2ccc([N+](=O)[O-])nc2)CC1", "homo_lumo_gap_ev": 8.30}

---

2.
{"formula": "C23H24N2O6", "method": "ωB97M-V with the def2-TZVPD basis set", "symbols": ["C", "C", "O", "C", "O", "C", "N", "C", "O", "N", "C", "C", "O", "O", "C", "C", "C", "C", "C", "C", "C", "C", "C", "C", "C", "C", "C", "C", "C", "C", "O", "H", "H", "H", "H", "H", "H", "H", "H", "H", "H", "H", "H", "H", "H", "H", "H", "H", "H", "H", "H", "H", "H", "H", "H"], "positions_angstrom": [[-6.138, -0.305, 1.101], [-5.835, -1.372, 0.061], [-4.577, -2.007, 0.325], [-3.487, -1.386, -0.108], [-3.467, -0.362, -0.733], [-2.230, -2.163, 0.284], [-1.076, -1.346, 0.032], [-0.336, -1.438, -1.156], [-0.439, -2.320, -1.970], [0.484, -0.365, -1.188], [1.487, -0.184, -2.197], [2.880, -0.629, -1.753], [3.901, -0.149, -2.169], [2.812, -1.632, -0.889], [4.055, -2.168, -0.425], [3.751, -3.300, 0.535], [0.318, 0.508, -0.037], [-0.303, 1.845, -0.402], [-0.976, 2.020, -1.604], [-1.575, 3.233, -1.891], [-1.522, 4.272, -0.978], [-0.876, 4.090, 0.233], [-0.272, 2.881, 0.524], [1.626, 0.646, 0.716], [1.929, -0.194, 1.779], [3.153, -0.094, 2.418], [4.089, 0.833, 1.992], [3.793, 1.669, 0.929], [2.567, 1.578, 0.295], [-0.767, -0.231, 0.756], [-1.269, 0.093, 1.800], [-7.114, 0.130, 0.904], [-6.136, -0.739, 2.098], [-5.386, 0.480, 1.058], [-6.569, -2.179, 0.093], [-5.804, -0.931, -0.940], [-2.150, -3.061, -0.335], [-2.284, -2.435, 1.340], [1.535, 0.858, -2.521], [1.204, -0.814, -3.048], [4.629, -2.517, -1.290], [4.620, -1.366, 0.062], [3.191, -2.925, 1.387], [3.158, -4.061, 0.035], [4.679, -3.743, 0.884], [-1.047, 1.208, -2.311], [-2.093, 3.362, -2.830], [-1.994, 5.217, -1.205], [-0.846, 4.890, 0.957], [0.219, 2.732, 1.474], [1.206, -0.922, 2.114], [3.378, -0.746, 3.250], [5.046, 0.904, 2.487], [4.518, 2.391, 0.587], [2.339, 2.241, -0.527]], "forces_ev_per_a": [[0.3, -0.3, -0.2], [-0.4, 0.4, -0.1], [0.0, -0.3, 0.2], [0.3, -0.1, 0.0], [-0.1, 0.1, 0.0], [-0.1, 0.2, 0.0], [-0.1, -0.4, 0.0], [-0.1, 0.0, 0.1], [-0.1, -0.3, -0.2], [0.0, 0.2, -0.1], [0.1, -0.2, 0.0], [0.0, 0.2, -0.2], [0.0, 0.0, -0.1], [-0.3, -0.3, 0.1], [0.5, -0.1, 0.1], [-0.1, 0.3, -0.3], [0.0, 0.3, 0.0], [0.0, 0.1, -0.1], [0.1, 0.0, 0.1], [-0.1, 0.1, -0.1], [-0.1, 0.0, -0.1], [0.0, 0.0, 0.1], [0.0, 0.0, 0.0], [0.0, 0.1, 0.2], [0.0, 0.1, 0.0], [0.0, -0.1, 0.0], [0.1, 0.0, 0.0], [0.1, 0.0, 0.0], [-0.1, 0.0, 0.1], [0.1, -0.2, 0.0], [0.0, 0.1, 0.1], [-0.1, 0.1, 0.0], [0.0, 0.0, 0.1], [0.0, 0.1, 0.0], [0.1, 0.1, 0.0], [0.0, -0.1, 0.1], [0.0, 0.1, 0.1], [0.0, 0.0, -0.1], [0.0, -0.1, 0.0], [0.1, 0.1, 0.1], [-0.1, 0.1, 0.1], [-0.1, -0.1, -0.1], [0.0, 0.0, 0.1], [0.0, -0.1, 0.0], [0.1, -0.1, 0.1], [0.0, -0.1, -0.1], [0.0, 0.0, -0.1], [0.0, 0.1, 0.0], [0.0, 0.1, 0.1], [0.1, 0.0, 0.1], [-0.1, -0.1, 0.1], [0.0, -0.1, 0.1], [0.1, 0.0, 0.1], [0.1, 0.1, 0.0], [0.0, 0.1, -0.1]], "smiles": "CCOC(=O)CN1C(=O)N(CC(=O)OCC)C(c2ccccc2)(c2ccccc2)C1=O", "homo_lumo_gap_ev": 10.00}

---

3.
{"formula": "C28H19BrF5IrN3O3PS", "method": "ωB97M-V with the def2-TZVPD basis set", "symbols": ["Ir", "Br", "C", "C", "C", "C", "C", "N", "C", "O", "O", "H", "H", "H", "O", "N", "C", "C", "C", "C", "C", "C", "C", "P", "C", "C", "C", "C", "C", "C", "C", "C", "C", "C", "C", "C", "H", "H", "H", "H", "H", "H", "H", "H", "H", "H", "H", "H", "H", "H", "H", "H", "F", "C", "F", "C", "F", "F", "F", "S", "C", "N"], "positions_angstrom": [[0.282, 1.327, 0.706], [3.425, -1.078, 0.781], [3.091, 0.099, 2.219], [3.904, -0.009, 3.335], [3.780, 0.947, 4.327], [2.904, 2.000, 4.133], [2.147, 2.025, 2.980], [2.194, 1.056, 2.045], [1.288, 3.234, 2.647], [1.097, 4.123, 3.430], [0.918, 3.190, 1.390], [4.626, -0.809, 3.399], [4.393, 0.888, 5.217], [2.785, 2.812, 4.837], [2.653, 2.892, -0.498], [1.881, 1.797, -0.823], [2.170, 1.347, -1.976], [1.640, 0.130, -2.598], [2.274, -0.201, -3.802], [1.874, -1.283, -4.559], [0.800, -2.047, -4.129], [0.164, -1.728, -2.944], [0.573, -0.657, -2.146], [-0.427, -0.414, -0.621], [-0.614, -2.126, 0.003], [0.363, -2.661, 0.833], [0.261, -3.959, 1.308], [-0.828, -4.742, 0.960], [-1.809, -4.220, 0.131], [-1.708, -2.921, -0.343], [-2.051, -0.040, -1.397], [-2.073, 0.561, -2.655], [-3.269, 0.969, -3.227], [-4.461, 0.778, -2.551], [-4.452, 0.187, -1.296], [-3.259, -0.210, -0.717], [2.143, 3.296, 0.243], [2.934, 1.885, -2.529], [3.095, 0.418, -4.143], [2.390, -1.522, -5.479], [0.453, -2.887, -4.716], [-0.678, -2.328, -2.631], [1.202, -2.054, 1.127], [1.030, -4.351, 1.961], [-0.915, -5.753, 1.336], [-2.662, -4.824, -0.150], [-2.483, -2.537, -0.989], [-1.153, 0.741, -3.194], [-3.260, 1.451, -4.195], [-5.394, 1.103, -2.993], [-5.378, 0.046, -0.755], [-3.277, -0.643, 0.271], [-1.873, -0.261, 1.811], [-0.843, 0.565, 2.232], [-0.035, -0.253, 3.002], [-1.567, 1.498, 3.244], [-2.192, 2.497, 2.635], [-2.467, 0.823, 3.969], [-0.678, 2.013, 4.108], [-2.098, 4.318, -1.769], [-1.588, 3.180, -0.758], [-1.242, 2.316, -0.040]], "forces_ev_per_a": [[1.9, -0.7, 0.1], [0.1, 0.1, -0.1], [0.2, 0.0, -0.2], [0.0, 0.0, 0.0], [0.0, 0.0, 0.0], [0.0, 0.0, -0.1], [-0.1, 0.0, 0.2], [-0.5, -0.2, -0.1], [0.2, -0.2, -0.3], [0.2, 0.1, 0.1], [-0.7, 0.3, 0.5], [0.0, 0.0, 0.0], [0.0, 0.0, 0.0], [0.0, 0.0, 0.0], [-0.1, -0.2, -0.1], [-0.6, 0.8, -0.2], [0.1, -0.3, 0.4], [-0.1, 0.2, -0.1], [0.0, 0.0, 0.0], [0.0, 0.0, 0.0], [0.0, 0.0, 0.0], [0.1, 0.0, 0.1], [0.1, -0.2, 0.1], [-0.4, -0.1, -0.1], [-0.1, 0.1, 0.0], [-0.1, 0.1, 0.1], [0.0, 0.0, 0.0], [0.0, 0.0, 0.0], [0.0, 0.0, 0.0], [0.1, 0.0, -0.1], [0.1, 0.1, 0.0], [0.0, 0.0, 0.0], [0.0, 0.0, 0.0], [0.0, 0.0, 0.0], [0.0, 0.0, 0.0], [0.0, 0.0, 0.0], [0.0, 0.0, 0.1], [0.0, 0.0, 0.0], [0.0, 0.0, 0.0], [0.0, 0.0, 0.0], [0.0, 0.0, 0.0], [0.0, 0.0, 0.0], [-0.1, 0.0, 0.1], [0.0, 0.0, 0.0], [0.0, 0.0, 0.0], [0.0, 0.0, 0.0], [0.0, 0.0, 0.0], [0.0, 0.0, 0.0], [0.0, 0.0, 0.0], [0.0, 0.0, 0.0], [0.0, 0.0, 0.0], [0.0, 0.0, 0.0], [0.3, 0.1, 0.0], [-0.4, 0.3, 0.1], [-0.2, 0.0, 0.0], [0.3, 0.0, 0.1], [0.0, 0.0, 0.0], [0.0, -0.1, 0.0], [0.0, 0.0, -0.1], [0.0, 0.0, 0.1], [0.0, 0.0, -0.1], [-0.1, 0.1, -0.4]], "homo_lumo_gap_ev": 7.11}

---

4.
{"formula": "C22H37N9O3Ti", "method": "ωB97M-V with the def2-TZVPD basis set", "symbols": ["Ti", "C", "C", "N", "C", "C", "N", "C", "C", "N", "C", "C", "N", "C", "C", "C", "C", "C", "C", "C", "N", "H", "H", "H", "H", "H", "H", "H", "H", "H", "H", "H", "H", "H", "H", "H", "H", "H", "H", "H", "H", "H", "H", "H", "C", "O", "C", "O", "N", "N", "H", "H", "H", "H", "H", "H", "N", "C", "N", "C", "C", "O", "C", "C", "H", "H", "H", "H", "H", "H", "H", "H"], "positions_angstrom": [[-0.497, -0.119, -0.527], [3.282, 1.692, -1.776], [2.159, 0.926, -1.160], [0.920, 1.225, -1.266], [0.438, 2.401, -1.997], [-1.010, 2.164, -2.428], [-1.781, 1.614, -1.284], [-3.176, 1.231, -1.601], [-3.195, -0.172, -2.176], [-2.443, -1.067, -1.275], [-3.214, -1.738, -0.199], [-2.412, -1.725, 1.109], [-0.994, -1.615, 0.789], [-0.056, -2.338, 1.362], [-0.311, -3.440, 2.342], [1.267, -1.929, 0.965], [2.501, -2.426, 1.407], [3.666, -1.853, 0.963], [3.618, -0.743, 0.086], [2.405, -0.280, -0.325], [1.242, -0.880, 0.077], [3.504, 2.584, -1.185], [3.029, 2.020, -2.782], [4.188, 1.095, -1.833], [1.045, 2.625, -2.874], [0.498, 3.270, -1.334], [-1.036, 1.431, -3.235], [-1.455, 3.089, -2.800], [-1.797, 2.322, -0.557], [-3.646, 1.948, -2.278], [-3.733, 1.247, -0.662], [-2.693, -0.184, -3.145], [-4.219, -0.513, -2.338], [-2.000, -1.800, -1.821], [-3.422, -2.765, -0.505], [-4.175, -1.241, -0.068], [-2.647, -2.596, 1.722], [-2.681, -0.838, 1.691], [-0.738, -3.052, 3.270], [0.602, -3.969, 2.599], [-1.017, -4.171, 1.943], [2.541, -3.245, 2.111], [4.620, -2.230, 1.304], [4.531, -0.261, -0.231], [1.428, -2.394, -5.421], [1.030, -1.437, -4.419], [0.380, -1.824, -3.335], [-0.033, -0.962, -2.564], [0.192, -3.146, -3.148], [-0.587, -3.566, -2.064], [1.823, -1.806, -6.241], [0.568, -2.969, -5.762], [2.214, -3.043, -5.034], [0.720, -3.818, -3.682], [0.009, -3.887, -1.307], [-1.181, -4.328, -2.371], [-0.533, 1.085, 1.245], [-0.334, 1.753, 2.172], [-0.123, 2.468, 3.242], [-0.819, 2.124, 4.503], [0.051, 2.578, 5.657], [0.361, 3.951, 5.534], [1.136, 4.200, 4.381], [0.351, 3.864, 3.128], [-0.978, 1.046, 4.531], [-1.785, 2.634, 4.528], [0.972, 1.984, 5.692], [-0.486, 2.449, 6.594], [2.062, 3.614, 4.413], [1.389, 5.258, 4.382], [0.979, 3.949, 2.241], [-0.511, 4.528, 3.029]], "forces_ev_per_a": [[-1.6, -0.3, -0.7], [0.1, 0.0, 0.0], [0.3, -0.3, 0.1], [0.3, 0.8, -0.3], [-0.1, -0.2, 0.0], [0.0, -0.1, 0.1], [0.2, 0.1, -0.4], [0.1, 0.1, 0.1], [0.1, -0.1, 0.0], [0.0, 0.0, 0.2], [0.0, 0.0, -0.1], [0.2, 0.1, 0.0], [0.0, -0.5, 0.3], [0.3, 0.0, 0.0], [0.0, 0.0, 0.0], [-0.1, 0.2, -0.1], [0.0, -0.1, 0.1], [0.0, 0.1, -0.1], [0.3, -0.1, 0.1], [-0.4, 0.1, 0.0], [0.8, -0.4, 0.3], [0.0, 0.0, 0.0], [0.0, 0.0, 0.0], [0.0, 0.0, 0.0], [0.0, 0.0, 0.0], [0.0, 0.0, 0.0], [0.0, 0.0, 0.0], [0.0, 0.0, 0.0], [0.0, -0.1, 0.1], [0.0, 0.0, 0.0], [0.0, 0.0, 0.0], [0.0, 0.0, 0.0], [0.0, 0.0, 0.0], [0.0, 0.0, 0.0], [0.0, 0.0, 0.0], [0.0, 0.0, 0.0], [0.0, 0.0, 0.0], [0.0, 0.0, 0.0], [0.0, 0.0, 0.0], [0.0, 0.0, 0.0], [0.0, 0.0, 0.0], [0.0, 0.0, 0.0], [0.0, 0.0, 0.0], [0.0, 0.0, 0.0], [0.0, 0.0, 0.1], [0.0, 0.0, 0.1], [0.0, 0.1, -0.1], [-0.3, 0.1, 0.0], [0.1, 0.0, 0.0], [0.0, 0.0, 0.0], [0.0, 0.0, 0.0], [0.0, 0.0, 0.0], [0.0, 0.0, 0.0], [0.0, 0.0, 0.0], [0.0, 0.0, 0.0], [0.0, 0.0, 0.0], [-0.1, 0.4, 0.2], [-0.1, 0.0, 0.2], [0.0, -0.1, -0.1], [0.0, 0.0, -0.1], [0.0, 0.0, 0.1], [0.0, 0.0, 0.0], [0.0, 0.0, 0.1], [0.0, -0.1, 0.0], [0.0, 0.0, 0.0], [0.0, 0.0, 0.0], [0.0, 0.0, 0.0], [0.0, 0.0, 0.0], [0.0, 0.0, 0.0], [0.0, 0.0, 0.0], [0.0, 0.0, 0.0], [0.0, 0.0, 0.0]], "spin_multiplicity": 3, "s_squared": 2.013, "charge": 2, "homo_lumo_gap_ev": [6.04, 8.84]}

---

Result set for DFT total energy: -21718.6572; -39508.1908; -146551.3296; -66072.7792 eV, one per record in the order listed.
Result set for energy above the lowest of the compared OMol25 structures with the same formula, charge and spin: 120.3; 0.9; 13.3; 3.6 kcal/mol, one per record in the order listed.